--- a ---
C2H2ClNS | wB97M-V/def2-TZVPD

Last column: natural (NBO) charge in e.
CARTESIAN COORDINATES (ANGSTROEM)
C1 -0.3869 0.5797 0.1622  -0.18
C2 0.8034 0.0752 -0.2524  -0.02
N1 -1.1394 -0.5816 0.3731  -0.63
S1 0.3011 -1.5425 0.0096  0.46
Cl1 3.4259 0.8065 -0.0099  -0.28
H1 -1.0212 1.5423 -0.0174  0.23
H2 -1.9829 -0.8795 -0.2651  0.41

The molar mass is 107.56 g mol⁻¹. The value obtained for the HOMO-LUMO gap (alpha / beta) is 0.23898 / 0.23940 Ha. The calculation puts the HOMO energy (alpha / beta) at -9.58 / -9.59 eV.


--- b ---
C2H2ClNS | wB97M-V/def2-TZVPD

Last column: natural (NBO) charge in e.
CARTESIAN COORDINATES (ANGSTROEM)
C1 -0.4590 0.5259 -0.1964  -0.10
C2 0.8811 0.2672 0.0149  -0.33
N1 -0.9703 -0.7071 -0.3282  -0.61
S1 0.7635 -1.4706 0.0696  0.37
Cl1 2.3592 1.0123 0.0580  0.08
H1 -0.9629 1.4306 -0.1206  0.21
H2 -1.6116 -1.0584 0.5028  0.38

The molar mass is 107.56 g mol⁻¹. The value obtained for the HOMO-LUMO gap is 0.30005 Ha. The calculation puts the HOMO energy at -8.36 eV.


Which one is most stable, and which one is least stable? b is the most stable of them, while a is the least stable.


--- a ---
C4H13NO2 | wB97M-V/def2-TZVPD

Last column: natural (NBO) charge in e.
CARTESIAN COORDINATES (ANGSTROEM)
C1 2.1712 -1.5316 -1.0898  -0.69
N1 -0.2649 0.1080 0.1819  -0.61
C2 -0.1506 -0.2790 -1.1198  0.30
C3 0.8225 -1.1314 -1.6046  0.04
C4 -1.3689 0.1421 -1.9297  -0.67
H1 2.9822 -1.0152 -1.6242  0.29
H2 2.2515 -1.1824 -0.0574  0.22
H3 2.3292 -2.5918 -1.3091  0.28
H4 0.5883 0.0555 0.7311  0.42
H5 -0.7531 0.9952 0.2110  0.43
H6 0.8293 -1.4547 -2.6367  0.23
H7 -1.0977 0.1015 -2.9899  0.25
H8 -1.6123 1.1535 -1.6235  0.24
H9 -2.2056 -0.5536 -1.8442  0.28
H10 -2.5022 5.3001 -0.8749  0.49
H11 -3.0047 4.0428 -1.5879  0.47
O1 -2.3973 4.3290 -0.9212  -0.95
H12 1.0269 -3.0223 4.8569  0.46
H13 0.8776 -1.9815 5.8674  0.47
O2 1.5434 -2.3575 5.2881  -0.93

Its net charge is +1. Its spin multiplicity is 2. The molar mass is 107.15 g mol⁻¹. The value obtained for the HOMO-LUMO gap (alpha / beta) is 0.37741 / 0.24032 Ha. The calculation puts the HOMO energy (alpha / beta) at -13.74 / -13.74 eV.


--- b ---
C4H13NO2 | wB97M-V/def2-TZVPD

Last column: natural (NBO) charge in e.
CARTESIAN COORDINATES (ANGSTROEM)
C1 1.1324 -0.6314 0.1105  -0.32
N1 0.2427 -1.0814 -1.0320  -0.05
C2 0.3104 -2.5720 -0.9431  -0.28
C3 1.6148 -2.8879 -0.3025  -0.42
C4 1.6410 -1.8022 0.8795  -0.42
H1 2.0103 -0.1459 -0.1179  0.27
H2 0.5541 0.1029 0.7189  0.28
H3 0.5968 -0.7900 -1.9135  0.41
H4 -0.6095 -2.7458 -0.4375  0.26
H5 0.0769 -2.9252 -1.9515  0.25
H6 2.3519 -2.9479 -1.0401  0.24
H7 1.6461 -3.9200 0.1836  0.28
H8 1.0047 -2.1929 1.6964  0.24
H9 2.6725 -1.8516 1.1612  0.26
H10 -5.1190 2.8117 -3.0069  0.46
H11 -5.0825 3.8716 -1.8197  0.47
O1 -5.7175 3.3016 -2.2688  -0.93
H12 0.1455 5.2267 4.1043  0.47
H13 0.6047 5.4796 2.6229  0.47
O2 -0.0762 5.7003 3.3563  -0.93

Its net charge is +1. Its spin multiplicity is 2. The molar mass is 107.15 g mol⁻¹. The value obtained for the HOMO-LUMO gap (alpha / beta) is 0.36287 / 0.16613 Ha. The calculation puts the HOMO energy (alpha / beta) at -13.23 / -13.23 eV.


Which one is most stable, and which one is least stable? a is the most stable of them, while b is the least stable.


--- a ---
C3H8NO | wB97M-V/def2-TZVPD

Last column: natural (NBO) charge in e.
CARTESIAN COORDINATES (ANGSTROEM)
C1 0.4890 0.8471 0.7177  -0.03
C2 1.4492 1.7067 1.1608  -0.57
C3 -0.1265 -0.3800 -1.3166  -0.27
N1 0.7304 0.2813 -0.5346  -0.53
H1 -0.5305 0.7744 1.0999  0.20
H2 2.1598 2.3488 0.7069  0.21
H3 1.5612 1.5663 2.2320  0.19
H4 0.2282 -0.8622 -2.2304  0.18
H5 -1.1696 -0.2656 -1.0532  0.20
H6 1.6920 0.4112 -0.8126  0.40
H7 -1.6817 -1.9177 0.6251  0.48
H8 -2.5400 -2.6907 -0.4586  0.48
O1 -2.2614 -1.8195 -0.1366  -0.95

Its spin multiplicity is 2. The molar mass is 74.10 g mol⁻¹. The value obtained for the HOMO-LUMO gap (alpha / beta) is 0.24843 / 0.32637 Ha. The calculation puts the HOMO energy (alpha / beta) at -5.92 / -8.15 eV.


--- b ---
C3H8NO | wB97M-V/def2-TZVPD

Last column: natural (NBO) charge in e.
CARTESIAN COORDINATES (ANGSTROEM)
C1 2.0166 1.6288 -0.3252  -0.28
O1 1.0139 1.5834 -1.4039  -0.76
H1 1.7003 2.4226 0.3408  0.17
H2 2.8568 1.7167 -1.0106  0.20
H3 1.9733 0.7258 0.3102  0.18
C2 -2.1431 -1.5803 1.2139  -0.36
C3 -1.2535 -0.7218 0.5793  -0.05
N1 -0.0680 -1.2415 0.0783  -0.52
H4 -1.7285 -2.6037 1.2926  0.20
H5 -2.8903 -1.1586 1.9166  0.21
H6 -1.4365 0.3340 0.6665  0.20
H7 -0.3951 -2.0071 -0.4229  0.32
H8 0.5646 0.6335 -1.2174  0.47

Its spin multiplicity is 2. The molar mass is 74.10 g mol⁻¹. The value obtained for the HOMO-LUMO gap (alpha / beta) is 0.39029 / 0.30606 Ha. The calculation puts the HOMO energy (alpha / beta) at -9.65 / -9.80 eV.


Which one is most stable, and which one is least stable? a is the most stable of them, while b is the least stable.


--- a ---
F2O2S | wB97M-V/def2-TZVPD

Last column: natural (NBO) charge in e.
CARTESIAN COORDINATES (ANGSTROEM)
O1 0.3773 1.5302 -0.4324  -0.78
O2 -0.7742 -0.4399 0.5040  -0.69
F1 -2.3480 -0.6869 -0.3026  -0.17
F2 2.6445 -1.0422 -0.1856  -0.09
S1 0.4371 0.3701 0.3660  1.73

The molar mass is 102.06 g mol⁻¹. The value obtained for the HOMO-LUMO gap (alpha / beta) is 0.25882 / 0.39822 Ha. The calculation puts the HOMO energy (alpha / beta) at -12.03 / -13.00 eV.


--- b ---
F2O2S | wB97M-V/def2-TZVPD

Last column: natural (NBO) charge in e.
CARTESIAN COORDINATES (ANGSTROEM)
O1 -0.9231 -0.3918 0.9709  -0.31
O2 0.4550 1.7031 -0.5506  -0.72
F1 -2.0167 -0.8757 0.0705  -0.17
F2 1.6902 -0.8460 -0.5555  -0.48
S1 0.7946 0.4105 0.0648  1.68

The molar mass is 102.06 g mol⁻¹. The value obtained for the HOMO-LUMO gap (alpha / beta) is 0.31968 / 0.32021 Ha. The calculation puts the HOMO energy (alpha / beta) at -11.25 / -11.26 eV.


Which one is most stable, and which one is least stable? b is the most stable of them, while a is the least stable.